Entry 1:
Density functional theory data (wB97M-V/def2-TZVPD) for a 7-piece molecular cluster, C40H91N2O7S overall in a non-equilibrium geometry.

The geometry in XYZ format:
```
141
Properties=species:S:1:pos:R:3:forces:R:3:mulliken_charge:R:1
C 2.2570 0.1917 0.1894 -0.21 -0.28 0.26 -0.137
C 1.0294 -0.4985 1.0373 0.16 0.12 1.37 -0.309
C -0.1702 0.5306 1.4753 -0.61 -0.46 0.01 -0.667
C -0.8077 1.3897 0.1895 -0.64 -0.07 0.98 0.793
C -2.1573 0.6787 -0.4261 -4.69 1.15 -0.26 0.078
C -3.6337 1.3602 -0.2260 1.41 -2.89 -1.53 -0.226
C -4.1365 2.7485 0.4841 0.48 -0.39 1.26 -0.409
C -3.3325 4.1007 0.0296 -0.62 0.73 0.05 -0.916
C -2.8636 4.1492 -1.5381 0.30 1.49 0.18 -0.464
C -1.2296 4.3612 -1.5851 0.59 0.55 -0.89 -0.636
C -0.4699 3.5510 -2.7932 0.48 1.00 -0.27 -0.082
O 0.9326 4.0766 -2.8246 -0.68 -2.28 -0.70 -0.393
C 1.8042 3.1989 -3.6219 1.35 0.04 -0.66 -0.506
N -4.6664 0.4173 -0.8787 6.96 -1.81 -0.30 -0.055
C -3.8808 -0.7398 -1.4582 1.65 1.80 1.23 -0.405
N -2.3663 -0.5932 -1.2187 -4.95 3.43 1.75 0.262
C -1.2571 -1.5182 -1.6706 1.09 -0.06 -1.12 0.067
C -1.4976 -2.0318 -3.2256 0.26 -0.85 -0.04 -0.517
C -0.2961 -1.5637 -4.2643 -1.40 0.25 -0.36 -0.730
S 1.3935 -2.2832 -3.8449 -0.65 0.81 0.50 -0.185
H 2.3906 -0.4406 -0.7918 -0.04 1.58 1.75 -0.037
H 2.0747 1.3483 -0.0313 0.36 -2.63 0.31 0.182
H 3.2355 0.1134 0.8295 -1.83 0.20 -1.43 -0.036
H 1.5136 -0.8954 2.0517 -1.21 0.74 -2.17 0.394
H 0.5533 -1.4458 0.5235 1.07 2.01 0.81 0.043
H 0.1493 1.2793 2.3475 -0.45 -1.55 -2.20 0.361
H -1.0581 -0.1122 1.9415 1.87 1.38 -0.99 0.258
H -1.1772 2.4137 0.6798 0.56 -2.33 -1.45 -0.101
H -0.0042 1.6499 -0.6239 -1.68 -0.69 1.51 -0.207
H -3.9280 2.6159 1.6522 -0.51 0.17 -2.48 -0.067
H -5.3159 2.9216 0.4159 2.66 -0.76 -0.29 0.427
H -4.0826 5.0115 0.2122 1.60 -2.10 -0.29 0.428
H -2.4142 4.3261 0.7571 -1.99 -0.74 -1.68 0.369
H -3.2638 3.2808 -2.2117 0.91 1.37 1.51 0.327
H -3.3285 5.1508 -1.9925 0.97 -2.33 0.89 0.366
H -1.0315 5.5200 -1.7928 -0.33 -2.61 0.43 0.395
H -0.6851 4.1353 -0.5628 -1.25 0.28 -2.13 0.228
H -0.9315 3.8172 -3.8504 0.60 -0.71 2.16 0.398
H -0.4220 2.3878 -2.6562 -0.33 2.05 -0.14 -0.167
H 2.9244 3.6098 -3.5874 -2.63 -0.63 0.14 0.278
H 1.5163 3.2117 -4.7754 0.33 -0.21 2.43 0.269
H 1.8810 2.0877 -3.2021 -0.53 2.19 -0.83 0.140
H -5.7049 0.5375 -0.9093 1.49 -0.29 -0.04 0.285
H -4.3075 -1.6919 -2.0383 0.90 2.42 1.44 0.434
H -0.2574 -0.8668 -1.7093 -2.31 -1.30 0.44 -0.110
H -1.0956 -2.4110 -0.9035 -0.58 2.02 -1.71 0.272
H -1.5493 -3.2199 -3.1637 0.22 2.61 -0.41 0.180
H -2.5057 -1.6727 -3.6987 1.80 -0.52 1.19 0.334
H -0.2603 -0.3835 -4.4311 -0.08 -2.59 0.59 0.259
H -0.5944 -2.0354 -5.3182 0.92 0.97 2.31 0.404
H 1.7828 -1.6042 -2.6789 -0.77 -0.40 -1.20 0.071
C -6.4856 -4.8590 -4.8852 -0.14 0.06 0.10 -1.096
C -5.0239 -4.5650 -4.5894 -0.16 -0.06 -0.18 -0.340
O -4.7965 -4.0934 -3.2636 0.18 0.42 0.20 -0.339
C -5.1756 -4.9696 -2.2048 0.00 -0.18 0.01 -0.339
C -4.4512 -6.3049 -2.2367 0.10 -0.05 -0.09 -1.110
H -7.0976 -3.9633 -4.7203 0.13 -0.15 -0.09 0.291
H -6.6075 -5.1830 -5.9240 0.04 0.08 0.16 0.393
H -6.8815 -5.6467 -4.2413 0.04 -0.04 -0.10 0.274
H -4.6810 -3.7761 -5.2664 0.05 0.02 0.27 0.296
H -4.3970 -5.4384 -4.7927 -0.05 -0.04 0.04 0.346
H -6.2616 -5.1088 -2.2010 0.03 -0.06 -0.04 0.333
H -4.9281 -4.4569 -1.2680 0.02 0.11 -0.23 0.352
H -4.6675 -6.8662 -3.1488 -0.06 0.00 0.12 0.277
H -4.7514 -6.9212 -1.3841 0.04 0.10 -0.10 0.392
H -3.3673 -6.1532 -2.1954 -0.14 -0.02 0.04 0.288
C -6.2589 1.5878 3.6121 -0.11 0.11 -0.05 -1.035
C -4.9506 1.3662 4.3535 -0.06 0.19 0.11 -0.264
O -4.3534 2.5718 4.8242 0.16 -0.08 -0.29 -0.422
C -5.1234 3.3450 5.7418 -0.02 0.03 0.22 -0.405
C -5.4712 2.5980 7.0184 0.02 -0.22 -0.01 -0.519
H -6.1069 2.2617 2.7596 -0.01 -0.11 0.12 0.267
H -6.6549 0.6360 3.2429 0.06 0.09 0.06 0.377
H -7.0190 2.0395 4.2524 0.01 -0.13 -0.01 0.344
H -4.2320 0.9072 3.6670 0.13 0.18 0.12 0.257
H -5.0801 0.6608 5.1797 -0.13 0.00 0.00 0.305
H -6.0235 3.7279 5.2498 -0.06 -0.06 0.02 0.287
H -4.5179 4.2215 6.0003 0.06 -0.23 -0.25 0.318
H -6.0834 1.7147 6.8219 -0.10 0.10 0.07 -0.151
H -6.0283 3.2478 7.6998 0.08 -0.06 -0.09 0.406
H -4.5605 2.2588 7.5235 -0.09 0.12 -0.05 0.277
C 8.6274 1.5580 1.4778 0.02 -0.13 -0.08 -0.815
C 7.1976 2.0399 1.6628 0.18 -0.01 -0.03 -0.429
O 6.2231 1.0219 1.4490 -0.22 -0.10 -0.12 -0.344
C 6.2982 -0.1176 2.3025 0.04 0.15 0.03 -0.036
C 6.1432 0.2196 3.7759 -0.01 0.11 0.10 -1.301
H 8.7651 1.1446 0.4707 0.01 0.15 0.21 0.117
H 9.3306 2.3853 1.6186 -0.12 -0.10 -0.04 0.459
H 8.8885 0.7731 2.1902 0.06 0.07 0.00 0.236
H 6.9953 2.8271 0.9296 -0.20 -0.23 0.04 0.311
H 7.0592 2.4947 2.6482 0.04 -0.04 0.06 0.320
H 7.2275 -0.6664 2.1181 0.05 0.02 0.10 0.062
H 5.4820 -0.7869 2.0065 0.07 0.22 -0.15 0.450
H 6.9372 0.8812 4.1301 -0.01 -0.13 -0.01 0.278
H 6.1712 -0.6920 4.3800 -0.01 0.09 -0.08 0.442
H 5.1898 0.7288 3.9536 0.09 -0.09 -0.03 0.291
C 6.9044 1.8044 -7.8584 -0.06 -0.08 -0.15 -1.000
C 6.2577 2.7138 -6.8261 0.01 -0.06 -0.12 -0.317
O 4.8393 2.5862 -6.7661 -0.18 0.03 0.04 -0.426
C 4.3319 1.2968 -6.4309 0.12 0.13 0.01 -0.369
C 4.7917 0.8013 -5.0701 0.10 0.02 0.12 -0.870
H 6.4906 2.0013 -8.8553 0.11 0.01 0.20 0.285
H 7.9867 1.9680 -7.8871 -0.16 0.01 0.00 0.380
H 6.7321 0.7493 -7.6372 0.09 0.02 0.04 0.255
H 6.4683 3.7540 -7.0943 -0.28 -0.10 0.07 0.330
H 6.6936 2.5576 -5.8348 0.04 -0.08 0.02 0.292
H 4.5801 0.5775 -7.2182 0.06 -0.05 0.05 0.331
H 3.2389 1.3805 -6.4245 0.19 0.21 -0.10 0.297
H 5.8775 0.6910 -5.0201 -0.08 -0.07 -0.02 0.331
H 4.3447 -0.1723 -4.8485 0.01 0.09 -0.04 0.307
H 4.4985 1.5083 -4.2865 0.01 -0.08 -0.09 0.190
C -7.7183 -2.6371 6.6584 -0.08 -0.03 -0.14 -1.108
C -7.2137 -1.4715 7.4934 -0.10 -0.02 -0.07 -0.355
O -7.8343 -0.2299 7.1690 0.14 0.11 -0.11 -0.349
C -9.2487 -0.1649 7.3359 -0.01 0.01 0.10 -0.325
C -9.7017 -0.4272 8.7623 0.08 -0.03 0.14 -1.089
H -7.5677 -2.4367 5.5901 0.02 -0.04 0.19 0.285
H -7.1850 -3.5560 6.9234 -0.05 0.15 -0.04 0.390
H -8.7848 -2.8150 6.8089 0.06 -0.06 0.06 0.269
H -6.1424 -1.3449 7.3076 -0.16 0.23 0.00 0.366
H -7.3180 -1.6782 8.5627 -0.06 -0.06 0.00 0.334
H -9.7430 -0.8433 6.6329 -0.01 -0.07 0.05 0.313
H -9.5530 0.8488 7.0503 0.29 -0.13 -0.02 0.306
H -9.4308 -1.4304 9.0999 -0.11 0.03 -0.05 0.267
H -10.7884 -0.3284 8.8408 0.13 0.01 -0.03 0.389
H -9.2342 0.2862 9.4495 -0.09 -0.06 -0.12 0.299
C 8.3296 -3.0831 -0.4560 0.02 -0.15 0.10 -1.315
C 8.8978 -1.6732 -0.4627 0.08 -0.12 0.10 0.001
O 10.1119 -1.5468 0.2734 -0.08 0.09 0.09 -0.391
C 11.2078 -2.3443 -0.1687 0.01 0.06 -0.05 -0.331
C 11.6276 -2.0544 -1.5999 -0.05 0.10 -0.12 -1.025
H 8.1541 -3.4206 0.5732 0.00 0.09 -0.18 0.328
H 7.3823 -3.1158 -1.0042 0.11 0.03 0.08 0.383
H 9.0095 -3.7990 -0.9217 -0.07 0.03 -0.06 0.350
H 8.1736 -1.0011 0.0085 0.26 -0.01 0.05 0.047
H 9.0358 -1.3085 -1.4850 0.01 -0.06 -0.08 0.329
H 10.9813 -3.4065 -0.0305 -0.02 -0.02 -0.08 0.309
H 12.0491 -2.1201 0.4975 -0.32 0.09 0.02 0.323
H 10.8273 -2.2678 -2.3124 0.08 -0.08 0.02 0.252
H 12.4929 -2.6652 -1.8740 -0.09 0.07 0.05 0.402
H 11.8938 -0.9980 -1.7141 0.00 -0.15 0.05 0.288
```
Positions in Å, forces in eV/Å.

Total charge: +1
HOMO-LUMO gap in eV: 7.6

Entry 2:
Density functional theory data (wB97M-V/def2-TZVPD) for a 7-piece molecular cluster, C40H50N6O5 overall in a non-equilibrium geometry.

The geometry in XYZ format:
```
101
Properties=species:S:1:pos:R:3:forces:R:3:mulliken_charge:R:1
C -6.2719 -2.6145 -0.3522 -0.90 0.72 1.06 -0.203
O -5.8057 -3.8969 -0.8225 0.67 1.79 -0.56 -0.356
C -4.6244 -3.7963 -1.6472 1.36 -1.06 -0.86 -0.508
C -3.2731 -4.2896 -0.8793 -0.56 0.80 0.44 -0.447
C -3.2123 -3.6512 0.6060 -0.64 -1.41 0.04 -0.555
C -1.9694 -4.1833 1.4814 -0.49 0.65 -0.12 -0.922
C -0.5810 -3.4463 1.1642 1.96 -0.96 2.00 0.322
O 0.5239 -4.2630 0.6149 1.68 0.12 0.27 -0.401
C 1.7553 -4.0237 1.2828 2.33 -0.01 0.84 0.406
O 2.9337 -4.1373 0.9032 -5.31 0.16 0.57 -0.612
O 1.5068 -3.6282 2.6328 -1.66 0.14 -3.79 -0.373
C 0.1147 -3.1680 2.6104 -0.25 1.44 1.54 -0.110
C 0.0121 -1.5853 2.9389 0.19 -0.11 -0.06 -0.507
C 1.4628 -0.9597 3.1735 1.76 0.15 2.42 0.527
O 2.0453 -1.2014 4.2652 -1.98 0.81 -3.74 -0.599
C 2.2144 -0.0064 2.1143 0.83 1.01 -1.50 0.592
C 1.4092 0.6967 0.9994 4.28 0.63 -0.07 -0.481
C 2.1910 1.6370 -0.0099 1.95 -1.52 2.50 -0.562
C 3.7329 1.8662 0.1377 -2.46 -2.56 2.48 -0.031
C 4.5160 1.1343 1.2860 -3.56 -0.56 -0.21 -0.311
C 3.7578 0.1749 2.2782 -1.42 2.34 -3.13 -0.591
H -5.9844 -2.4503 0.7532 -0.29 -0.29 -1.58 0.211
H -5.8903 -1.7121 -0.9360 -0.32 -1.36 0.52 0.295
H -7.4270 -2.5641 -0.3892 1.84 -0.32 -0.09 -0.137
H -4.4327 -2.7652 -2.0976 -0.58 -1.11 0.85 0.329
H -4.7937 -4.5081 -2.5426 0.28 1.10 1.40 0.286
H -3.3280 -5.4375 -0.8255 0.38 1.77 0.07 0.280
H -2.3302 -3.9343 -1.4427 -1.54 -0.80 0.56 0.252
H -3.2983 -2.5061 0.5928 0.42 -1.61 -0.06 0.330
H -4.1623 -4.0337 1.1443 1.47 0.70 -0.80 0.249
H -1.8720 -5.3327 1.4551 0.01 1.85 -0.26 0.284
H -2.2272 -3.9322 2.5813 0.49 -0.35 -1.76 0.380
H -0.5694 -2.5520 0.4465 -0.65 -1.06 1.41 0.490
H -0.3124 -3.7215 3.5137 0.01 0.61 -1.69 0.476
H -0.5216 -1.0926 2.0577 0.66 -0.49 1.40 0.187
H -0.6105 -1.4923 3.9075 1.18 0.23 -1.60 0.324
H 0.2912 0.5120 0.9187 1.74 0.44 -0.01 0.199
H 1.6719 2.1756 -0.8815 0.70 -1.03 1.64 0.294
H 4.2228 2.5591 -0.6284 -0.63 -1.23 1.39 0.142
H 5.6467 1.3067 1.4138 -2.06 -0.36 -0.26 0.299
H 4.3469 -0.3681 3.0944 -1.21 0.89 -1.35 0.366
C -10.7763 -0.3994 -1.6213 0.16 -0.21 -0.12 -0.485
C -11.0199 0.6532 -0.7037 0.00 0.17 0.25 -0.485
C -10.5732 0.2357 0.5264 0.00 0.04 0.06 -0.468
N -10.0733 -1.0317 0.3861 0.01 0.07 -0.10 0.016
C -10.1882 -1.4244 -0.9207 0.04 -0.09 -0.01 -0.512
H -11.0046 -0.4059 -2.6771 0.00 -0.02 0.10 0.444
H -11.4714 1.6105 -0.9197 0.04 -0.09 0.03 0.437
H -10.5691 0.7290 1.4865 -0.04 -0.03 -0.11 0.407
H -9.6813 -1.5880 1.1286 -0.08 0.10 -0.13 0.220
H -9.8441 -2.3972 -1.2382 -0.08 0.09 -0.01 0.439
C 4.6644 2.1434 -5.5452 -0.24 0.10 0.04 -0.357
C 5.9824 2.1441 -5.0249 0.20 0.07 0.17 -0.615
C 6.0267 3.0831 -4.0243 0.04 0.02 -0.01 -0.241
N 4.7845 3.6533 -3.9242 -0.01 -0.05 0.06 0.052
C 3.9468 3.0819 -4.8446 -0.07 -0.01 -0.07 -0.548
H 4.2826 1.5239 -6.3431 0.03 0.06 0.09 0.399
H 6.8070 1.5254 -5.3466 -0.08 0.07 0.05 0.397
H 6.8326 3.3951 -3.3776 -0.02 -0.13 -0.11 0.291
H 4.5272 4.3789 -3.2747 0.02 -0.12 -0.16 0.211
H 2.9159 3.3926 -4.9222 0.10 -0.04 -0.03 0.388
C -8.3046 4.2013 -3.7783 -0.07 -0.15 -0.19 -0.484
C -7.9337 4.6319 -2.4808 0.06 0.00 0.25 -0.494
C -8.1508 3.5807 -1.6233 -0.03 -0.03 0.03 -0.382
N -8.6433 2.5334 -2.3545 0.12 0.06 -0.06 0.107
C -8.7353 2.9012 -3.6700 -0.03 -0.03 0.01 -0.410
H -8.2605 4.7777 -4.6906 -0.01 -0.06 0.08 0.379
H -7.5497 5.6029 -2.2045 -0.04 -0.10 -0.02 0.379
H -7.9989 3.4886 -0.5585 -0.02 0.04 -0.10 0.363
H -8.8982 1.6311 -1.9820 -0.05 0.13 -0.02 0.167
H -9.0998 2.2085 -4.4135 0.03 0.09 0.05 0.359
C 7.8693 4.2529 1.2205 -0.25 -0.17 -0.04 -0.307
C 8.8894 5.1592 0.8391 0.11 0.15 -0.18 -0.569
C 8.6789 5.4817 -0.4786 0.09 0.05 -0.02 -0.486
N 7.5714 4.8003 -0.9083 -0.01 0.02 0.05 0.070
C 7.0680 4.0523 0.1232 0.01 -0.06 0.04 0.285
H 7.7354 3.7981 2.1910 -0.01 0.06 -0.09 0.407
H 9.6892 5.5343 1.4604 -0.08 -0.03 -0.07 0.392
H 9.2203 6.1346 -1.1463 -0.03 -0.07 0.09 0.371
H 7.1863 4.8430 -1.8372 0.11 0.05 0.19 0.185
H 6.1869 3.4445 -0.0138 0.11 0.05 0.06 -0.298
C 2.5507 5.5684 3.2176 0.01 0.06 -0.29 -0.640
C 2.4670 4.9451 4.4852 -0.03 -0.19 0.22 -0.516
C 2.1271 3.6312 4.2731 -0.07 -0.09 -0.04 -0.436
N 1.9969 3.4376 2.9232 0.09 0.37 0.18 0.172
C 2.2602 4.6141 2.2731 -0.06 -0.06 -0.03 -0.280
H 2.7980 6.6006 3.0171 -0.01 -0.10 0.01 0.395
H 2.6373 5.4057 5.4473 -0.01 -0.06 -0.09 0.399
H 1.9654 2.8185 4.9653 0.03 0.08 -0.05 0.381
H 1.7504 2.5711 2.4736 0.12 0.03 0.03 0.245
H 2.2168 4.6709 1.1960 0.01 0.01 0.11 0.358
C 5.4669 -5.9414 0.7232 0.01 0.28 -0.14 0.175
C 5.6621 -7.1914 1.3622 0.21 -0.19 0.01 -0.708
C 6.8984 -7.6569 0.9843 0.00 -0.11 0.03 -0.397
N 7.4550 -6.7364 0.1372 0.03 -0.01 0.04 0.024
C 6.5910 -5.6847 -0.0232 -0.07 -0.01 0.00 -0.839
H 4.6001 -5.2997 0.8018 0.31 -0.20 -0.03 0.561
H 4.9744 -7.6948 2.0258 0.08 0.04 -0.06 0.362
H 7.4277 -8.5615 1.2435 -0.07 0.08 -0.02 0.373
H 8.3585 -6.8190 -0.2991 -0.18 0.01 0.10 0.178
H 6.8498 -4.8479 -0.6541 -0.06 -0.07 0.06 0.355
```
Positions in Å, forces in eV/Å.

Structure (SMILES): COCCCC[C@@H]1OC(=O)O[C@H]1CC(=O)c1ccccc1.c1cc[nH]c1.c1cc[nH]c1.c1cc[nH]c1.c1cc[nH]c1.c1cc[nH]c1.c1cc[nH]c1
HOMO-LUMO gap in eV: 7.1

Entry 3:
Density functional theory data (wB97M-V/def2-TZVPD) for one molecule with the formula C2H5N3OS in a non-equilibrium geometry.

The geometry in XYZ format:
```
12
Properties=species:S:1:pos:R:3:forces:R:3:mulliken_charge:R:1
O 0.8376 -1.4411 1.1381 -0.18 0.55 0.26 -0.279
N 1.2747 -1.3245 -0.1500 -0.17 0.79 -0.52 -0.237
C 1.0547 -0.2135 -0.7632 0.30 -1.22 0.40 -0.188
N 0.4111 0.9252 -0.2839 0.10 0.53 -0.05 -0.249
C -0.7457 1.0413 0.5000 0.10 0.13 -0.08 -0.096
N -1.7666 0.2999 0.6167 0.12 -0.10 -0.21 -0.351
S -2.1503 -1.0715 -0.2862 0.35 0.23 -0.02 -0.064
H 0.4810 -0.5779 1.4399 0.13 -0.48 -0.03 0.362
H 1.4800 -0.1778 -1.7544 0.00 0.16 -0.14 0.336
H 0.9056 1.8002 -0.4767 -0.45 -0.52 0.19 0.253
H -0.7417 1.9673 1.0666 -0.05 0.03 0.13 0.340
H -1.0405 -1.2276 -1.0468 -0.25 -0.08 0.07 0.173
```
Positions in Å, forces in eV/Å.

Structure (SMILES): O/N=C\N/C=N\S
HOMO-LUMO gap in eV: 9.2

Q: Number 1 is which compound?
A: C40H91N2O7S